{"formula": "C9H13N5", "method": "ωB97M-V/def2-TZVPD", "gap_ha": [0.2778, 0.3149], "relative_energy_ev": 0.000, "total_charge": 2, "multiplicity": 3, "symbols": ["C", "C", "C", "C", "C", "C", "C", "C", "C", "N", "N", "N", "N", "N", "H", "H", "H", "H", "H", "H", "H", "H", "H", "H", "H", "H", "H"], "xyz": [[3.2489, -0.6356, 0.5401], [-3.1770, -0.7439, 0.6678], [2.4988, 0.5290, 0.5690], [-2.4659, 0.4428, 0.7354], [2.4015, -1.6639, 0.2101], [-2.3115, -1.6885, 0.2242], [-0.0123, -1.7092, -0.6677], [-0.0103, 0.8714, 0.2294], [0.0052, 2.3471, 0.5089], [1.2290, 0.2372, 0.1760], [-1.2101, 0.2484, 0.2989], [1.1986, -1.0834, -0.1223], [-1.1856, -1.0566, -0.1092], [-0.2156, 0.9222, -2.1370], [4.2492, -0.5815, 0.8466], [-4.2451, -0.7081, 0.9886], [2.6688, 1.4901, 0.8320], [-2.7999, 1.3953, 1.0149], [2.7099, -2.6595, 0.1879], [-2.6156, -2.6650, 0.1007], [-0.2254, -1.5229, -1.8247], [0.1036, -2.8426, -0.4831], [0.3749, 3.0573, -0.2888], [0.6226, 2.5012, 1.4690], [-1.1073, 2.6721, 0.7820], [-0.5024, 1.8603, -2.4192], [0.7727, 0.9864, -2.3294]]}

=====

{"formula": "C2H2OS", "method": "ωB97M-V/def2-TZVPD", "gap_ha": 0.3816, "smiles": "O=C1CS1", "relative_energy_ev": 0.214, "symbols": ["C", "C", "O", "S", "H", "H"], "xyz": [[-0.7792, 0.4540, -0.0524], [0.6199, -0.1784, 0.0311], [-1.5534, 1.3618, 0.0363], [-0.8802, -1.2657, 0.0135], [1.3326, -0.1714, -0.8948], [1.2604, -0.2003, 0.8663]]}